Entry 1:
{"formula": "C29H28CrN5O3", "method": "wB97M-V/def2-TZVPD", "species": ["Cr", "C", "O", "C", "N", "C", "C", "C", "C", "C", "C", "C", "C", "C", "C", "C", "C", "N", "C", "N", "C", "C", "O", "C", "C", "C", "C", "C", "C", "H", "H", "H", "H", "H", "H", "H", "H", "H", "H", "H", "H", "H", "H", "H", "H", "H", "H", "H", "C", "C", "C", "C", "C", "H", "H", "H", "H", "H", "N", "C", "N", "O", "H", "H", "H", "H"], "coordinates": [[0.071, -0.683, -0.341], [-1.305, -1.691, -4.451], [-0.757, -2.843, -3.769], [-0.409, -2.413, -2.567], [-0.493, -1.149, -2.319], [-0.834, -0.497, -3.597], [-1.840, 0.621, -3.559], [-2.848, 0.675, -2.606], [-3.770, 1.711, -2.633], [-3.708, 2.683, -3.621], [-2.710, 2.623, -4.582], [-1.776, 1.600, -4.545], [0.133, -3.293, -1.555], [0.325, -4.658, -1.649], [0.888, -5.327, -0.570], [1.202, -4.615, 0.579], [0.962, -3.252, 0.603], [0.467, -2.584, -0.455], [1.029, -2.390, 1.761], [0.699, -1.143, 1.674], [0.645, -0.628, 3.065], [1.092, -1.851, 3.909], [1.282, -2.908, 2.952], [1.526, 0.542, 3.433], [2.888, 0.522, 3.159], [3.717, 1.510, 3.664], [3.195, 2.525, 4.453], [1.838, 2.548, 4.738], [1.009, 1.553, 4.236], [-2.393, -1.778, -4.455], [-0.934, -1.677, -5.471], [0.104, -0.099, -4.000], [-2.896, -0.082, -1.835], [-4.545, 1.763, -1.878], [-4.432, 3.486, -3.641], [-2.653, 3.375, -5.358], [-0.981, 1.569, -5.283], [0.026, -5.180, -2.548], [1.062, -6.393, -0.618], [1.613, -5.099, 1.454], [-0.397, -0.368, 3.264], [0.355, -2.165, 4.645], [2.043, -1.670, 4.406], [3.295, -0.270, 2.542], [4.775, 1.493, 3.434], [3.846, 3.287, 4.859], [1.424, 3.328, 5.363], [-0.046, 1.553, 4.483], [2.080, 0.569, -1.220], [0.812, 1.250, -1.263], [0.877, 2.272, -0.268], [2.091, 2.183, 0.386], [2.831, 1.117, -0.187], [2.447, -0.118, -1.972], [0.242, 1.398, -2.170], [0.128, 3.040, -0.135], [2.422, 2.813, 1.198], [3.833, 0.822, 0.095], [-1.490, 2.022, 1.852], [-2.223, 1.200, 1.082], [-3.568, 1.328, 1.130], [-1.709, 0.334, 0.355], [-1.908, 2.810, 2.315], [-0.495, 2.052, 1.670], [-4.027, 1.990, 1.729], [-4.126, 0.660, 0.632]], "atomic_forces_ev_per_a": [[-0.206, 2.146, 0.009], [-0.159, 0.329, -0.064], [0.230, -0.425, 0.118], [-0.246, 0.885, -0.484], [-0.314, -0.611, -0.020], [0.053, 0.033, -0.254], [0.016, 0.038, 0.041], [0.001, -0.062, -0.040], [-0.048, -0.013, 0.047], [0.020, 0.009, -0.020], [-0.024, 0.011, -0.013], [0.053, -0.013, 0.021], [0.369, -0.168, 0.477], [-0.052, 0.013, -0.091], [0.007, 0.074, -0.016], [0.099, 0.063, 0.065], [-0.158, -0.294, -0.568], [-0.046, -1.824, 0.001], [-0.173, 0.989, 0.615], [0.386, -0.564, 0.182], [0.036, 0.019, 0.227], [-0.094, 0.269, 0.196], [0.015, -0.441, -0.248], [-0.070, 0.113, -0.022], [-0.034, 0.023, -0.047], [0.055, -0.053, -0.137], [-0.079, 0.044, 0.067], [0.042, 0.033, 0.021], [-0.042, -0.063, -0.161], [0.027, -0.059, 0.053], [0.044, -0.045, 0.024], [-0.011, 0.002, 0.041], [0.002, 0.008, 0.043], [-0.006, -0.009, -0.021], [0.000, -0.005, 0.006], [0.005, 0.008, 0.016], [-0.005, 0.004, 0.011], [0.033, 0.017, -0.012], [-0.004, -0.001, 0.008], [-0.032, 0.001, 0.007], [0.042, 0.020, 0.004], [-0.025, -0.091, -0.080], [-0.010, -0.036, -0.032], [0.052, 0.015, -0.030], [-0.008, -0.013, 0.016], [-0.003, 0.011, -0.039], [0.024, -0.005, -0.004], [-0.020, 0.017, -0.012], [-0.026, 0.016, -0.156], [0.367, 0.443, -0.144], [-0.094, -0.032, -0.150], [0.141, -0.201, 0.178], [0.059, 0.132, 0.108], [-0.041, -0.115, 0.067], [-0.189, -0.191, 0.077], [-0.009, 0.030, 0.003], [0.027, 0.008, 0.073], [-0.045, -0.042, 0.020], [0.087, -0.027, 0.182], [-0.051, -0.078, -0.173], [-0.002, 0.041, 0.033], [-0.037, -0.389, 0.086], [0.008, 0.011, -0.011], [0.061, 0.021, -0.081], [-0.004, 0.002, 0.010], [0.007, -0.026, -0.021]], "lowdin_spin": [3.5257, 0.0001, 0.0201, 0.0388, -0.0006, 0.0021, 0.0002, 0.0000, 0.0000, 0.0000, 0.0000, 0.0002, 0.0567, -0.0062, 0.0592, -0.0062, 0.0593, 0.0319, 0.0339, 0.0078, 0.0026, 0.0005, 0.0171, -0.0005, -0.0001, -0.0001, -0.0001, 0.0000, 0.0000, 0.0003, 0.0001, -0.0001, 0.0001, 0.0000, 0.0000, 0.0000, 0.0000, -0.0012, 0.0032, -0.0011, -0.0001, 0.0002, 0.0002, 0.0001, 0.0000, 0.0000, 0.0000, 0.0000, -0.0032, -0.0198, 0.0416, 0.0121, 0.0544, 0.0020, 0.0022, 0.0024, -0.0004, 0.0028, 0.0038, 0.0079, 0.0031, 0.0454, 0.0003, 0.0008, 0.0003, 0.0001], "s_squared": 6.0473, "mol_weight_g_mol": 546.6, "total_charge": 1, "gap_ev": [5.624, 5.768], "e_lumo_ev": [-3.4846, -3.8397], "spin_multiplicity": 5}

---

Entry 2:
{"formula": "C29H28IrN4O2", "method": "wB97M-V/def2-TZVPD", "species": ["Ir", "C", "C", "C", "C", "C", "H", "H", "H", "H", "H", "C", "C", "C", "C", "N", "C", "C", "C", "C", "C", "C", "C", "H", "H", "H", "H", "H", "H", "H", "H", "O", "C", "N", "C", "O", "C", "C", "C", "C", "N", "C", "H", "H", "H", "H", "H", "H", "H", "H", "C", "C", "C", "C", "N", "C", "C", "H", "H", "H", "H", "H", "H", "H"], "coordinates": [[0.288, 0.869, 0.237], [-0.819, 3.501, -0.775], [-1.118, 2.914, -2.013], [-0.027, 2.148, -2.383], [1.027, 2.282, -1.379], [0.516, 3.111, -0.367], [-1.471, 4.144, -0.203], [-2.044, 3.015, -2.554], [0.070, 1.572, -3.293], [2.068, 2.086, -1.586], [1.083, 3.663, 0.357], [2.311, 2.422, 3.675], [1.927, 1.544, 4.684], [1.091, 0.497, 4.369], [0.603, 0.356, 3.073], [0.953, 1.246, 2.104], [1.821, 2.235, 2.407], [-0.162, -0.787, 2.580], [-0.779, -1.739, 3.388], [-1.383, -2.834, 2.798], [-1.345, -2.977, 1.414], [-0.765, -2.002, 0.617], [-0.178, -0.877, 1.184], [2.994, 3.237, 3.861], [2.306, 1.661, 5.690], [0.824, -0.243, 5.108], [2.150, 2.871, 1.606], [-0.792, -1.630, 4.465], [-1.866, -3.584, 3.409], [-1.792, -3.849, 0.955], [-0.769, -2.139, -0.461], [0.659, -2.818, -5.502], [1.931, -3.143, -4.997], [2.002, -2.392, -3.754], [3.069, -2.487, -2.944], [4.023, -3.197, -3.180], [3.069, -1.667, -1.668], [4.167, -1.809, -0.825], [4.215, -1.075, 0.344], [3.167, -0.230, 0.656], [2.105, -0.091, -0.148], [2.070, -0.793, -1.291], [0.545, -3.228, -6.366], [2.737, -2.827, -5.665], [2.036, -4.209, -4.782], [1.211, -1.801, -3.571], [4.954, -2.492, -1.118], [5.054, -1.149, 1.021], [3.175, 0.346, 1.568], [1.196, -0.621, -1.911], [-6.155, 0.896, -0.019], [-4.664, 0.923, 0.066], [-3.993, 1.489, 1.147], [-2.615, 1.490, 1.180], [-1.868, 0.970, 0.199], [-2.501, 0.419, -0.848], [-3.872, 0.376, -0.945], [-6.616, 1.248, 0.900], [-6.507, -0.114, -0.225], [-6.495, 1.532, -0.838], [-4.541, 1.928, 1.969], [-2.078, 1.909, 2.022], [-1.883, -0.006, -1.629], [-4.323, -0.091, -1.811]], "atomic_forces_ev_per_a": [[0.317, -1.088, -0.406], [-0.019, 0.209, -0.186], [0.143, -0.050, -0.001], [-0.223, -0.113, -0.103], [-0.056, 0.439, 0.224], [-0.148, -0.148, -0.404], [-0.021, 0.029, -0.010], [-0.025, -0.023, -0.002], [-0.017, -0.001, -0.033], [0.019, -0.009, 0.089], [-0.001, 0.057, 0.014], [-0.004, 0.022, 0.034], [0.017, 0.010, -0.017], [-0.120, 0.038, -0.005], [-0.032, -0.161, -0.147], [-0.086, -0.108, 0.510], [-0.083, 0.038, -0.037], [0.196, 0.360, -0.057], [0.096, -0.096, -0.035], [0.058, 0.021, -0.031], [-0.023, -0.104, 0.099], [0.242, 0.116, -0.230], [-0.866, -0.232, -0.013], [0.014, 0.001, -0.003], [0.004, -0.001, 0.009], [-0.028, 0.009, 0.018], [-0.008, -0.014, -0.048], [0.018, -0.010, 0.011], [-0.015, -0.001, 0.003], [0.005, 0.000, -0.014], [-0.087, 0.035, -0.005], [0.004, -0.013, -0.020], [-0.024, 0.003, 0.005], [0.041, 0.010, 0.006], [-0.006, 0.019, 0.057], [0.017, -0.029, -0.036], [-0.046, 0.025, -0.029], [-0.043, 0.023, -0.016], [0.011, 0.009, 0.015], [-0.035, 0.015, 0.003], [0.273, 0.260, 0.212], [0.036, -0.048, -0.089], [-0.011, 0.011, 0.009], [-0.006, -0.025, 0.013], [0.017, 0.021, -0.014], [-0.001, -0.010, -0.008], [0.012, 0.000, -0.003], [-0.001, -0.005, 0.006], [0.003, -0.022, 0.013], [0.007, -0.032, 0.008], [-0.033, 0.008, 0.001], [0.081, 0.004, 0.019], [-0.023, -0.023, -0.026], [0.089, -0.012, 0.108], [0.358, 0.680, 0.532], [0.047, -0.099, 0.022], [0.004, -0.010, 0.003], [-0.003, 0.002, 0.007], [-0.011, -0.007, -0.007], [-0.007, 0.000, -0.010], [-0.003, -0.003, 0.018], [-0.008, 0.033, -0.021], [0.005, -0.009, 0.003], [-0.009, -0.003, -0.010]], "lowdin_spin": [0.2135, 0.3096, 0.0270, 0.1858, 0.0928, 0.0601, 0.0126, -0.0028, 0.0094, 0.0019, -0.0001, 0.0006, -0.0010, 0.0016, 0.0024, 0.0077, -0.0015, 0.0053, -0.0013, 0.0057, -0.0005, 0.0070, 0.0039, 0.0000, -0.0001, 0.0003, 0.0000, -0.0002, 0.0003, -0.0001, 0.0006, 0.0000, 0.0000, 0.0000, -0.0001, -0.0001, 0.0008, 0.0013, 0.0000, -0.0004, 0.0004, 0.0106, 0.0000, 0.0000, 0.0000, 0.0000, 0.0001, -0.0001, 0.0000, 0.0065, 0.0000, -0.0004, -0.0001, 0.0019, 0.0192, 0.0117, 0.0019, 0.0000, 0.0000, 0.0000, 0.0000, -0.0001, 0.0063, 0.0000], "s_squared": 0.7939, "mol_weight_g_mol": 656.8, "total_charge": 2, "gap_ev": [7.242, 6.099], "e_lumo_ev": [-7.0576, -8.2887], "spin_multiplicity": 2}

---

Entry 3:
{"formula": "C29H28IrN4O2S2", "method": "wB97M-V/def2-TZVPD", "species": ["Ir", "O", "C", "O", "C", "C", "C", "N", "C", "C", "C", "C", "C", "C", "C", "N", "C", "C", "C", "C", "C", "N", "H", "H", "H", "H", "H", "H", "H", "H", "H", "H", "C", "C", "S", "C", "C", "S", "H", "H", "H", "H", "H", "H", "C", "N", "C", "C", "C", "C", "C", "C", "C", "C", "H", "H", "H", "H", "H", "H", "H", "H", "H", "H", "H", "H"], "coordinates": [[-0.960, 0.481, 0.168], [5.613, 1.709, 1.602], [5.166, 1.584, 0.451], [5.720, 1.617, -0.660], [3.629, 1.348, 0.386], [2.968, 1.410, -0.831], [1.606, 1.147, -0.872], [0.963, 0.854, 0.263], [1.557, 0.826, 1.461], [2.921, 1.053, 1.546], [0.603, 0.576, 2.561], [0.961, 0.591, 3.899], [-0.007, 0.422, 4.870], [-1.327, 0.249, 4.479], [-1.626, 0.242, 3.131], [-0.695, 0.393, 2.192], [0.737, 1.026, -2.059], [1.200, 1.168, -3.359], [0.344, 0.948, -4.420], [-0.972, 0.589, -4.157], [-1.380, 0.464, -2.845], [-0.558, 0.677, -1.818], [3.543, 1.632, -1.720], [3.456, 1.026, 2.485], [1.998, 0.745, 4.161], [0.257, 0.438, 5.919], [-2.116, 0.127, 5.207], [-2.637, 0.125, 2.762], [2.234, 1.436, -3.520], [0.695, 1.044, -5.439], [-1.674, 0.412, -4.959], [-2.393, 0.194, -2.571], [-5.269, 2.483, -0.180], [-3.781, 2.248, -0.011], [-3.354, 0.553, 0.054], [-2.889, 3.241, 0.108], [-3.271, 4.696, 0.078], [-1.176, 2.946, 0.314], [-5.785, 1.525, -0.218], [-5.494, 3.022, -1.104], [-5.684, 3.059, 0.651], [-4.348, 4.838, 0.001], [-2.794, 5.196, -0.770], [-2.917, 5.201, 0.980], [3.255, -2.768, -2.098], [2.252, -3.099, -1.101], [2.823, -3.027, 0.233], [1.111, -2.196, -1.217], [-0.096, -2.604, -0.402], [-0.314, -3.974, -0.252], [-1.400, -4.459, 0.453], [-2.287, -3.548, 1.004], [-2.074, -2.186, 0.838], [-0.978, -1.648, 0.141], [4.106, -3.442, -1.997], [3.627, -1.734, -2.004], [2.835, -2.894, -3.098], [3.663, -3.719, 0.313], [2.069, -3.306, 0.971], [3.190, -2.015, 0.472], [0.834, -2.150, -2.277], [1.411, -1.194, -0.918], [0.411, -4.649, -0.692], [-1.548, -5.526, 0.567], [-3.151, -3.892, 1.562], [-2.805, -1.526, 1.287]], "atomic_forces_ev_per_a": [[-0.967, 1.088, -0.101], [0.053, -0.062, 0.079], [-0.109, 0.061, -0.025], [0.043, 0.016, -0.058], [0.254, -0.031, 0.059], [-0.307, -0.038, -0.132], [0.189, 0.047, 0.156], [0.393, -0.547, 0.035], [0.179, 0.036, -0.144], [-0.239, 0.101, 0.083], [-0.256, 0.012, 0.125], [0.202, -0.018, -0.104], [-0.192, -0.019, -0.018], [0.199, 0.006, 0.097], [-0.157, -0.056, -0.075], [0.268, 0.107, 0.199], [-0.227, -0.008, -0.196], [0.171, 0.055, 0.124], [-0.214, -0.061, 0.023], [0.221, 0.082, -0.108], [-0.223, 0.019, 0.078], [0.391, -0.075, -0.190], [0.092, 0.001, 0.056], [0.096, 0.042, -0.052], [-0.016, 0.003, 0.030], [0.032, -0.003, -0.004], [-0.028, -0.006, -0.023], [0.008, 0.049, -0.030], [-0.008, -0.004, -0.017], [0.022, 0.023, 0.003], [-0.028, -0.026, 0.021], [0.011, 0.005, 0.045], [0.117, -0.021, 0.014], [-0.022, 0.462, 0.004], [0.149, -0.795, -0.099], [-0.352, -0.160, -0.057], [0.122, -0.014, 0.001], [0.479, -0.468, -0.015], [-0.055, 0.023, 0.001], [0.000, -0.003, -0.006], [-0.019, -0.008, 0.001], [-0.008, 0.001, 0.002], [-0.020, 0.018, 0.003], [-0.018, 0.005, 0.001], [-0.042, -0.047, 0.026], [0.031, 0.015, -0.056], [-0.036, -0.018, 0.000], [-0.057, -0.123, -0.035], [0.058, 0.235, -0.124], [-0.026, -0.002, 0.021], [0.044, -0.024, -0.048], [-0.025, 0.055, 0.001], [0.044, -0.388, 0.154], [-0.306, 0.123, 0.241], [0.018, 0.006, -0.010], [0.006, 0.023, 0.022], [0.002, 0.021, 0.002], [-0.003, -0.011, 0.007], [0.032, 0.016, 0.001], [0.007, 0.044, 0.012], [0.006, 0.016, 0.000], [0.077, 0.207, 0.012], [-0.038, -0.016, 0.014], [-0.011, -0.005, 0.011], [-0.008, 0.010, -0.002], [0.001, 0.027, -0.033]], "lowdin_charge": [1.0015, -0.0398, -0.6966, -0.0423, -0.0789, 0.0697, -0.2128, -0.0939, -0.1750, 0.0704, -0.1655, 0.0055, -0.0531, -0.0407, -0.1030, -0.0717, -0.1961, 0.0048, -0.0539, -0.0450, -0.0981, -0.0762, 0.1193, 0.1186, 0.1160, 0.1077, 0.1062, 0.0862, 0.1169, 0.1073, 0.1052, 0.0888, -0.1577, -0.7759, 0.5806, -0.8117, -0.1484, 0.5689, 0.0383, 0.0711, 0.0695, 0.0548, 0.0664, 0.0646, -0.1081, -0.2696, -0.0894, -0.1846, -0.2323, -0.0733, -0.1126, -0.1127, -0.1948, -0.2183, 0.0791, 0.0865, 0.0790, 0.0818, 0.0822, 0.0860, 0.1268, 0.0842, 0.1050, 0.0892, 0.0916, 0.0020], "mol_weight_g_mol": 720.9, "total_charge": -1, "gap_ev": 5.447, "e_lumo_ev": 1.6595}